[1]
# C48H108Cl8N4O25

15 unconnected molecules or ions with the total composition C48H108Cl8N4O25 (wB97M-V/def2-TZVPD, the Open Molecules 2025 dataset).

Values from the calculation:
Kohn-Sham gap = 8.87 eV
LUMO = 0.25 eV
total charge = 0
E_tot = -7675.09502 Ha

```
193
Properties=species:S:1:pos:R:3:forces:R:3
Cl 3.685 1.628 -3.233 0.498 0.312 -0.299
Cl 1.159 5.624 -7.010 0.195 -0.383 -0.114
Cl -1.718 4.812 -6.840 0.674 0.680 0.112
Cl 1.067 8.564 -4.708 0.958 -0.565 0.651
Cl 4.406 0.173 -0.848 -0.045 -0.466 -0.708
Cl 0.810 6.556 -2.610 -0.720 -0.546 0.109
Cl -3.769 4.272 -3.484 -0.972 0.634 -0.642
Cl -6.499 4.111 -4.778 0.684 0.090 -0.048
O -3.929 1.922 4.022 3.267 -0.070 -0.493
O -1.774 1.615 -7.814 0.882 -0.383 0.035
O 1.957 5.029 1.835 0.839 -0.090 -0.123
O 0.411 1.405 -1.663 0.662 0.823 1.009
O 4.301 -5.380 -2.334 0.717 -0.374 -0.514
O -0.562 -2.588 -5.153 1.366 -1.188 0.479
O 0.366 5.737 2.976 -1.352 0.352 1.742
O -1.690 1.735 3.999 -0.594 -2.449 2.545
O -5.806 0.768 0.653 0.093 0.423 -1.360
O 3.698 1.694 3.410 1.514 0.946 0.271
O 5.926 -4.898 -3.910 -0.851 -0.483 1.386
O -1.748 -3.900 0.756 0.964 -0.125 -0.250
O -0.368 -2.058 5.782 0.377 0.076 -0.584
O 0.657 0.118 0.073 -0.146 2.103 0.759
O -1.068 -4.197 6.127 -1.056 0.164 -2.508
O 0.865 -0.768 -1.978 0.598 0.229 0.788
O 6.134 -5.347 3.703 -1.174 1.017 1.344
O 1.133 7.123 1.305 -0.002 -2.482 1.851
O 4.951 -4.769 5.636 0.239 -0.985 0.236
O -2.856 0.639 5.618 0.197 1.941 -3.187
O 6.152 -6.663 -2.553 -0.583 0.994 -0.924
O -1.388 -3.258 4.080 1.788 0.055 3.198
O -5.517 2.041 -1.276 1.533 -1.977 0.138
O 5.164 -3.287 4.160 -1.040 -2.481 1.462
O -3.959 0.626 -0.546 0.486 -1.070 -0.919
N -2.105 -0.435 -4.784 -0.011 0.875 0.426
N -1.354 -3.183 -2.216 -0.538 1.318 -0.372
N 4.149 3.978 6.282 -0.643 0.373 0.137
N -5.074 -2.651 0.990 -0.589 -0.065 0.475
C -2.568 0.423 -5.873 0.102 -0.450 0.519
C -0.936 -3.176 5.239 -1.408 0.678 -1.392
C -6.752 2.725 -1.287 -0.537 -0.394 0.250
C -0.902 -4.188 -3.130 -1.004 0.017 -0.246
C 2.617 -3.983 -1.414 -0.843 -0.429 0.273
C 5.490 -4.599 4.414 0.290 0.957 -0.240
C 0.888 -2.442 -5.027 -1.128 -0.766 0.024
C -5.196 1.600 4.480 -0.945 -0.240 0.228
C -0.881 -4.137 7.513 0.221 1.349 1.229
C 0.720 0.174 -1.210 -1.214 -0.200 -4.082
C 5.888 -7.318 -1.337 -0.548 -0.265 1.485
C 5.310 1.902 5.912 0.316 -0.997 -1.411
C -1.897 -3.196 8.281 1.227 -0.722 -1.574
C -3.401 1.584 -5.254 0.816 -0.478 -1.980
C -2.828 1.369 4.605 -1.031 -0.949 2.262
C 0.269 1.759 -3.065 -0.573 0.626 -0.457
C 3.520 -4.201 -2.592 0.828 1.365 0.419
C 4.186 0.049 -2.630 -0.548 -0.016 0.089
C -4.855 4.808 -4.858 0.393 -0.017 0.628
C 1.949 7.339 -3.682 -0.328 0.321 0.169
C 5.304 -5.896 6.432 -0.096 -1.450 0.470
C 2.924 4.991 0.766 -0.006 0.610 -0.846
C 3.279 2.429 4.570 -0.620 0.111 -1.239
C 5.521 -2.752 2.953 0.782 0.758 -2.221
C -1.751 2.267 1.666 0.065 -0.147 0.612
C -3.169 -1.411 1.925 0.335 -0.219 -0.064
C -5.190 1.079 -0.349 -0.441 1.513 0.444
C -3.639 -2.535 0.964 0.368 1.374 0.054
C 5.487 -5.549 -2.987 -0.018 -0.517 -0.473
C -0.786 6.504 3.416 -0.230 -0.407 -0.063
C -0.436 3.122 -3.149 -0.577 -0.266 0.818
C -0.633 2.107 -8.498 -0.152 0.889 -0.083
C 2.344 4.189 -0.390 -0.132 -0.290 0.071
C 1.150 6.085 1.992 0.354 2.077 -2.524
C -1.139 -3.821 -4.668 0.512 0.082 1.742
C 4.618 -1.571 2.642 0.287 0.660 0.693
C -1.573 2.776 3.120 0.717 0.915 -2.350
C 0.008 -0.972 4.832 -1.161 -1.465 -1.292
C -3.091 -3.890 1.225 1.477 -0.343 0.263
C 2.679 1.276 2.561 -1.120 -0.975 1.051
C 4.456 2.988 5.264 2.065 -0.389 0.649
C -1.319 0.877 -6.674 -2.074 0.167 0.152
C -3.266 0.804 -1.800 0.498 1.241 -0.832
C -7.842 1.955 -2.041 0.541 -0.403 0.333
C -1.761 -5.390 -2.786 0.072 -1.588 -0.524
C -1.040 -5.099 0.991 0.304 0.158 0.344
C -0.412 5.947 -6.298 -0.530 0.022 0.319
C 0.853 -1.102 0.690 0.588 -1.631 0.765
H 2.196 3.137 -0.145 -0.062 -0.003 0.222
H 3.214 -3.745 -0.533 -0.077 -0.338 0.130
H -2.784 2.108 -4.523 -0.325 -0.143 -0.011
H 3.597 -1.866 2.399 0.016 -0.311 0.125
H -3.433 -2.238 -0.064 1.041 0.087 -0.075
H 1.379 4.608 -0.671 -0.004 -0.013 0.081
H 5.848 -8.403 -1.423 0.573 0.036 -0.667
H -0.624 6.985 -6.554 -0.459 -0.380 0.000
H 0.109 -4.499 -2.867 0.644 0.088 -0.761
H 6.165 -5.734 7.080 0.263 0.332 -0.494
H -2.209 -3.713 -4.847 -0.037 0.207 0.260
H 1.232 -2.627 -4.009 -0.196 0.069 0.172
H 1.186 1.925 -3.632 0.361 -0.947 0.589
H 6.584 -2.558 3.094 0.129 0.765 -0.759
H -3.863 -0.571 1.919 -0.228 -0.095 -0.092
H -4.342 4.521 -5.776 -0.324 -0.093 0.189
H -2.812 2.050 1.539 0.033 0.434 -0.731
H -5.460 2.324 5.251 -0.330 -0.215 0.100
H -2.795 1.787 -1.805 -0.278 0.220 0.175
H -7.792 0.898 -1.778 -0.016 -0.053 0.254
H 4.966 4.013 6.875 0.383 0.467 -0.069
H -0.956 -5.147 7.916 -0.145 -0.088 -0.428
H 3.499 3.557 6.930 -0.639 -0.049 0.074
H -5.381 -1.696 1.105 -0.786 0.039 -0.334
H -8.842 2.293 -1.766 0.080 0.213 -0.231
H 0.001 3.924 -2.555 0.190 -0.421 0.419
H 2.430 6.596 -4.318 -0.155 0.308 -0.051
H -0.984 -2.257 -2.375 0.292 -0.003 0.031
H 5.086 -0.314 -3.126 0.044 0.355 0.323
H 1.362 -3.173 -5.682 0.185 0.116 -0.175
H 3.341 -0.585 -2.901 0.147 -0.249 0.624
H 2.774 3.319 4.195 -0.970 -0.134 0.246
H -3.070 -4.071 2.299 -0.312 -0.289 0.118
H -0.380 1.009 -3.517 0.268 -0.145 -0.250
H 5.475 1.137 5.154 0.002 -0.340 -0.041
H -0.737 1.479 -5.977 0.490 0.309 -0.193
H 1.978 -4.854 -1.267 0.198 -0.243 0.378
H 4.988 3.477 4.448 0.506 0.121 0.162
H 4.582 -0.920 3.516 -0.155 0.138 -0.001
H -1.210 2.856 0.927 -0.834 0.827 -0.069
H -0.858 -4.735 -5.192 0.583 0.209 -0.596
H -1.774 -5.634 -1.724 -0.160 0.669 0.194
H 5.420 -3.414 2.093 0.128 -0.673 0.293
H -0.546 3.122 3.238 -0.023 0.221 0.102
H -0.757 0.023 -7.051 0.182 -0.227 0.339
H 0.806 -0.905 1.761 -0.209 -0.143 -0.122
H -6.983 2.874 -0.232 -0.498 0.446 -0.141
H -1.131 6.094 4.365 0.541 -0.407 0.005
H 4.928 -7.123 -0.860 -0.082 0.677 -0.369
H -0.861 -0.683 4.241 -0.296 0.050 0.501
H -4.962 5.890 -4.780 0.083 -0.266 0.024
H -3.611 2.225 -6.110 0.056 0.557 0.066
H 4.795 1.406 6.735 -0.028 0.216 0.187
H 4.957 -0.946 1.815 0.321 -0.246 -0.052
H 6.664 -7.030 -0.627 0.054 -0.156 0.002
H -1.459 2.943 -2.818 -0.036 0.497 0.006
H -2.423 0.149 -2.018 -0.292 -0.773 1.083
H -0.348 5.825 -5.217 0.035 0.051 -0.200
H -0.070 -5.073 0.496 -0.144 0.241 -0.583
H -2.896 -0.950 -4.424 0.036 -0.191 0.187
H 3.012 -4.173 -3.556 0.117 -0.593 -0.023
H -5.807 1.719 3.586 -0.364 -0.113 0.317
H -5.246 -2.964 0.045 -1.066 0.070 0.003
H -3.166 -0.200 -6.538 -0.368 0.366 -0.429
H -1.813 -2.204 7.835 0.153 0.166 0.471
H -6.490 3.632 -1.833 -0.298 0.227 0.406
H 2.710 1.795 5.250 -0.558 -0.055 -0.061
H -5.228 0.575 4.851 -0.116 0.111 0.068
H -1.405 -1.104 -5.073 -0.221 -0.155 -0.051
H 1.154 -1.419 -5.296 -0.194 -0.101 -0.130
H 1.885 2.004 2.392 0.118 0.427 -0.114
H -1.609 6.300 2.731 0.153 0.476 -0.283
H 0.120 -1.845 0.376 -0.169 0.061 0.128
H -1.243 1.327 1.447 0.093 -0.399 0.886
H 6.326 2.187 6.184 -0.192 0.452 0.330
H -3.623 -4.669 0.680 -0.419 -0.058 0.089
H -2.780 -5.342 -3.170 -0.073 0.337 0.184
H -2.215 -0.968 1.642 0.171 -0.223 -0.289
H -1.270 -3.454 -1.247 -0.054 0.061 0.130
H 0.622 -1.437 4.060 0.605 0.070 0.338
H -4.398 1.306 -4.915 0.267 -0.333 0.489
H -0.635 7.562 3.627 0.436 -0.045 -0.688
H 3.882 4.622 1.131 -0.371 -0.488 0.408
H -3.849 0.754 -2.719 -0.659 -0.066 0.541
H 3.170 5.997 0.423 -0.427 0.231 0.113
H 1.896 -3.173 -1.521 0.235 0.341 -0.484
H -1.631 -3.233 9.337 -0.260 0.231 -0.055
H -0.737 -5.228 2.030 -0.553 0.044 0.422
H 2.238 0.456 3.126 -0.773 -0.471 -0.348
H 1.846 -1.488 0.459 0.106 -0.045 -0.055
H -1.351 -6.325 -3.169 0.206 -0.062 -0.557
H 2.957 4.188 -1.291 0.272 0.251 0.116
H -2.255 3.572 3.418 -0.055 0.114 -0.429
H -2.922 -3.508 8.080 0.062 -0.313 0.292
H 0.442 -0.062 5.246 -0.025 -0.717 0.790
H 0.082 1.386 -8.895 -0.113 -0.706 0.434
H 4.208 -3.357 -2.549 0.220 0.066 -0.576
H 3.005 0.856 1.609 0.545 0.377 0.114
H -0.131 2.776 -7.799 0.456 0.117 -0.237
H -0.920 2.675 -9.382 -0.445 0.146 0.211
H -3.023 -1.734 2.956 -0.251 -0.301 0.000
H -7.665 1.982 -3.116 -0.197 0.291 0.010
H 4.526 -6.218 7.124 -0.653 1.105 -0.041
H 0.168 -3.847 7.576 -0.017 0.387 1.004
H 2.619 7.754 -2.929 0.260 0.679 -0.935
H -0.472 3.582 -4.136 0.024 -0.666 -0.398
H -1.593 -5.976 0.653 -0.125 -0.128 -0.028
H 5.391 -6.851 5.912 0.641 0.404 -0.823
```
Forces are in eV/Å.

[2]
# C26H18BrCsF6N2O6S3Sb

A molecular structure, C26H18BrCsF6N2O6S3Sb (wB97M-V/def2-TZVPD, the Open Molecules 2025 dataset).

Values from the calculation:
Kohn-Sham gap = 8.38 eV
LUMO = 2.09 eV
total charge = -1
E_tot = -6190.82811 Ha

```
64
Properties=species:S:1:pos:R:3:forces:R:3
Cs 3.941 -0.782 -0.288 0.275 0.769 0.061
Sb -1.530 1.411 0.999 0.261 -0.046 0.035
Br 6.826 -0.459 -8.006 0.003 -0.007 0.009
S 1.667 -2.068 2.482 0.154 -0.047 0.081
S 0.728 -2.488 -0.041 -0.329 -0.020 -0.079
S 0.707 1.524 1.128 -0.227 0.097 -0.099
F 0.604 -5.108 0.236 -0.016 0.008 0.037
F -1.294 -4.104 0.493 -0.038 0.021 -0.025
F 0.018 -2.641 4.451 -0.025 -0.012 -0.023
F -0.236 -0.637 3.693 0.010 0.062 0.014
F -0.456 -4.334 -1.486 0.035 -0.027 -0.023
F 1.491 -1.121 4.902 -0.002 -0.028 0.003
O 6.390 -0.747 -1.568 0.457 -0.066 -0.214
O 2.111 -2.781 -0.342 -0.647 -0.542 -0.033
O 2.245 -3.336 2.828 -0.123 0.053 0.044
O 0.013 -1.620 -0.929 -0.019 -0.057 0.024
O 4.790 -0.019 -2.953 0.059 0.097 -0.269
O 2.585 -0.981 2.240 -0.371 -0.209 0.427
N 0.459 -2.133 1.461 0.238 -0.012 -0.004
N 8.626 -2.196 -4.746 -0.032 0.035 -0.034
C -3.373 4.130 -2.626 0.015 0.005 0.005
C -2.349 2.532 -0.599 0.071 0.075 0.011
C 6.407 -0.559 -5.176 -0.017 -0.016 -0.053
C 7.863 -1.774 -3.737 0.053 0.027 0.003
C -4.132 3.087 -2.117 0.000 -0.017 0.016
C -4.328 3.029 3.945 0.005 0.005 0.001
C 7.208 -0.981 -6.219 -0.023 0.012 -0.004
C -3.622 2.286 -1.103 -0.034 0.033 0.020
C -2.396 2.269 2.728 -0.079 0.035 -0.024
C -2.100 4.373 -2.127 0.004 0.012 -0.012
C -1.585 3.574 -1.115 -0.026 -0.054 -0.041
C 5.901 -0.528 -2.702 0.114 -0.035 0.078
C 8.299 -1.797 -5.973 0.045 -0.037 0.041
C -3.517 3.324 5.035 -0.009 0.004 0.003
C 0.663 -1.583 3.960 0.050 0.023 0.036
C -3.768 2.500 2.792 0.037 0.006 0.034
C -1.586 2.569 3.814 -0.017 0.013 0.035
C -3.992 -2.039 2.000 0.018 0.016 0.038
C -3.208 -0.894 2.062 -0.012 -0.035 -0.050
C -3.698 -2.116 -0.386 -0.007 0.008 0.014
C -2.909 -0.978 -0.329 -0.002 -0.001 0.022
C -0.157 -4.107 -0.203 0.084 -0.037 0.001
C -4.240 -2.644 0.778 0.004 -0.016 -0.031
C -2.671 -0.361 0.896 0.062 -0.087 -0.036
C 6.748 -0.961 -3.895 -0.054 0.025 -0.049
C -2.151 3.096 4.970 0.012 -0.008 -0.014
H -3.017 -0.424 3.020 0.003 -0.008 0.005
H -3.955 3.733 5.937 0.000 0.001 -0.003
H -3.874 -2.602 -1.338 0.005 0.003 -0.001
H -5.394 3.210 3.996 0.003 0.001 -0.002
H -4.401 -2.461 2.909 0.002 0.007 0.002
H -1.522 3.325 5.821 0.005 -0.001 -0.002
H 5.532 0.059 -5.324 0.005 0.002 0.018
H -5.121 2.891 -2.512 0.002 -0.002 0.002
H -3.771 4.752 -3.418 0.005 0.000 -0.002
H -4.404 2.265 1.945 -0.001 -0.002 0.005
H 8.926 -2.138 -6.789 0.000 0.003 -0.005
H -0.518 2.388 3.750 0.007 -0.006 -0.009
H 8.141 -2.090 -2.739 -0.008 -0.002 0.004
H -2.468 -0.585 -1.237 0.016 -0.012 0.000
H -1.503 5.180 -2.531 0.000 -0.001 0.000
H -0.583 3.743 -0.737 0.001 0.000 0.011
H -4.217 1.467 -0.716 -0.004 -0.010 0.003
H -4.846 -3.540 0.733 0.001 0.000 -0.002
```
Forces are in eV/Å.

[3]
# C30H37N5O2S4Ti

A molecular structure, C30H37N5O2S4Ti (wB97M-V/def2-TZVPD, the Open Molecules 2025 dataset).

Values from the calculation:
Kohn-Sham gap (spin up / spin down) = 4.84 / 8.02 eV
LUMO (spin up / spin down) = 0.04 / 0.02 eV
total charge = 0
2S+1 = 3
E_tot = -4032.00692 Ha

```
79
Properties=species:S:1:pos:R:3:forces:R:3
Ti -0.417 -0.764 0.739 0.316 -0.127 -0.015
S 4.785 -0.167 -3.308 0.014 -0.031 -0.026
S 2.291 -1.554 -0.227 -0.039 0.074 -0.020
S 0.165 1.234 -0.606 -0.013 0.037 0.028
S 1.425 -1.282 -3.544 -0.031 -0.073 -0.041
O -1.932 0.139 1.174 -0.143 -0.031 0.040
O 1.081 -4.096 2.779 -0.003 -0.010 0.007
N 0.123 3.640 0.587 0.004 -0.002 0.010
N -1.359 -2.005 -0.791 -0.049 -0.093 -0.029
N -0.160 -2.714 1.417 -0.068 0.174 -0.064
N -1.799 2.450 0.885 -0.019 -0.038 -0.019
N 0.919 -0.568 2.476 -0.033 -0.026 0.011
C 2.077 -1.799 4.154 0.002 -0.020 0.017
C 1.427 4.455 -1.365 -0.007 -0.007 0.011
C -0.672 -3.829 0.659 0.000 -0.001 0.010
C 4.588 -0.471 -1.531 -0.007 0.044 0.011
C -2.533 1.318 0.980 0.091 0.091 0.047
C 1.451 3.868 0.040 -0.005 0.014 -0.010
C -0.332 4.593 2.823 -0.004 -0.002 -0.006
C -0.595 2.492 0.394 0.010 -0.027 -0.027
C -2.027 -1.486 -1.830 0.029 -0.004 -0.005
C 3.216 -0.155 -0.929 0.019 -0.005 0.058
C -3.962 1.355 1.008 -0.020 -0.037 0.021
C 1.385 0.572 2.991 -0.012 0.010 -0.022
C 2.558 -0.617 4.692 -0.009 0.032 -0.017
C 2.206 0.590 4.104 0.007 -0.029 0.022
C 2.401 -2.894 -1.437 0.001 -0.002 -0.003
C -2.273 -4.142 -1.280 -0.005 0.008 -0.045
C -6.044 2.586 0.863 -0.007 0.002 -0.002
C 2.768 -1.547 -4.723 0.005 0.006 0.068
C -2.957 -3.609 -2.358 0.011 0.010 0.013
C -1.473 -3.311 -0.509 0.023 -0.021 0.033
C -4.710 0.171 1.174 -0.023 0.015 -0.002
C 4.176 -1.654 -4.146 -0.005 0.026 0.005
C -6.773 1.409 1.025 -0.009 0.000 0.001
C 1.453 -2.845 -2.630 0.033 0.105 0.026
C -6.092 0.206 1.180 0.023 0.004 0.003
C -4.664 2.567 0.851 0.010 -0.017 0.002
C -2.834 -2.255 -2.641 0.000 -0.018 -0.013
C -0.488 4.744 1.316 0.004 0.003 0.002
C 1.252 -1.734 3.047 0.013 0.013 0.006
C 0.704 -2.992 2.401 -0.006 -0.005 -0.010
H -4.187 -0.767 1.300 0.002 0.004 -0.001
H -2.355 -5.191 -1.027 0.005 -0.003 0.002
H 2.208 -3.792 -0.845 -0.023 -0.007 -0.011
H 5.317 0.223 -1.109 0.007 -0.032 0.028
H -7.855 1.431 1.030 0.001 0.004 -0.001
H 0.864 5.390 -1.386 0.004 0.002 -0.004
H 2.000 2.927 0.040 0.001 0.003 -0.001
H -0.779 5.440 3.347 0.002 0.000 0.003
H 0.431 -3.000 -2.290 -0.014 0.010 -0.008
H -1.544 4.794 1.056 0.000 0.005 -0.001
H 1.083 1.482 2.484 0.005 0.004 0.005
H 2.441 4.657 -1.716 0.000 0.003 -0.001
H -3.357 -1.801 -3.470 0.001 0.004 0.001
H 1.685 -3.656 -3.326 0.012 -0.011 0.004
H -1.290 -4.497 1.268 -0.027 0.019 0.001
H 2.544 -2.439 -5.315 0.012 -0.005 -0.003
H -0.013 5.666 0.973 -0.001 0.000 -0.002
H 3.202 -0.632 5.561 0.001 -0.006 0.001
H 0.144 -4.460 0.278 -0.010 -0.013 0.018
H -3.588 -4.241 -2.969 0.002 -0.001 -0.002
H 2.559 1.532 4.498 -0.006 0.008 -0.010
H 2.319 -2.772 4.557 -0.003 0.001 -0.001
H 1.966 4.548 0.724 0.002 -0.004 0.004
H 4.948 -1.468 -1.274 -0.012 -0.034 -0.045
H -6.565 3.528 0.742 0.001 0.001 0.000
H -1.889 -0.423 -1.991 -0.008 0.000 0.005
H 0.724 4.542 3.101 0.000 0.002 0.002
H 0.956 3.752 -2.053 0.000 0.003 -0.002
H 2.596 0.389 -1.633 -0.015 -0.024 -0.006
H -6.647 -0.715 1.310 -0.003 0.002 0.000
H 4.875 -1.822 -4.968 -0.012 -0.006 -0.013
H 2.716 -0.689 -5.395 -0.006 0.002 -0.003
H -0.829 3.682 3.156 -0.001 0.001 0.000
H 3.440 -2.962 -1.753 0.002 -0.008 0.020
H 4.276 -2.512 -3.483 0.020 0.016 -0.019
H 3.342 0.476 -0.046 -0.028 0.020 -0.040
H -4.098 3.479 0.719 -0.005 0.004 0.000
```
Forces are in eV/Å.